(1)
ORCA calculation (ωB97M-V with the def2-TZVPD basis set) on the ion C3H7N2OS with charge +1.

Each line ends with the Löwdin charge.
Cartesian coordinates (Å):
S (-1.5278, -0.5644, -0.4911)  0.991
O (-2.4726, -0.4883, 0.6182)  -0.469
N (1.1626, 0.6706, 0.0228)  0.047
N (-0.9561, 2.1233, 0.0109)  0.201
C (-0.0402, -1.5474, 0.1122)  -0.282
C (1.3055, -0.8043, -0.1922)  -0.253
C (-0.4134, 1.0407, -0.3860)  -0.191
H (2.0406, -1.2348, 0.3580)  0.076
H (2.0270, 1.2359, -0.2750)  0.162
H (-0.3340, -1.6179, 1.2487)  0.133
H (-1.9640, 2.1103, 0.0706)  0.141
H (1.5774, -1.2169, -1.2695)  0.158
H (-0.0192, -2.6264, -0.1553)  0.108
H (-0.3858, 2.9196, 0.3278)  0.176

HOMO-LUMO gap in eV: 8.966
Relative energy (zero: lowest compared OMol25 entry of this formula, charge and spin) in kJ/mol: 394.9
Net charge: +1
Highest occupied orbital energy in eV: -14.4

(2)
ORCA calculation (ωB97M-V with the def2-TZVPD basis set) on a structure of composition C21H53Cl11N3O7PY.

Each line ends with the Löwdin charge.
Cartesian coordinates (Å):
Y (-28.0513, -8.0890, 15.0806)  1.887
Cl (-24.0530, -8.8844, 11.5280)  0.613
Cl (-23.5688, -13.4657, 19.0917)  0.607
Cl (-29.0240, -15.9010, 16.5697)  0.591
Cl (-22.8413, -9.9509, 14.5829)  0.516
Cl (-26.8934, -12.3375, 11.8615)  0.695
Cl (-24.7804, -14.3248, 13.4428)  0.595
Cl (-21.9422, -10.1676, 17.3568)  0.557
Cl (-25.2919, -6.9236, 9.3877)  0.632
Cl (-29.9525, -15.2198, 19.6636)  0.565
Cl (-23.2284, -12.4246, 16.0128)  0.558
Cl (-26.3424, -14.3800, 20.6816)  0.673
P (-27.9720, -10.6008, 15.8473)  0.147
O (-27.7156, -9.7573, 21.4429)  -0.201
O (-28.0202, -11.9598, 16.4184)  -0.211
O (-31.0400, -8.6750, 18.5565)  -0.225
O (-31.6688, -12.2499, 13.0029)  -0.202
O (-26.9383, -10.0706, 14.7807)  -0.449
O (-29.2233, -10.0815, 14.9553)  -0.494
O (-27.8727, -9.3820, 16.8633)  -0.453
N (-30.6143, -9.8020, 12.3696)  0.201
N (-31.7220, -9.9055, 16.1491)  0.198
N (-28.0127, -8.1758, 19.4552)  0.191
C (-26.2595, -12.0271, 13.5114)  -0.618
C (-26.5852, -8.2732, 19.9928)  -0.279
C (-25.1241, -12.6432, 18.9484)  -0.683
C (-25.9094, -12.7381, 20.2505)  -0.722
C (-25.8003, -8.7980, 11.3417)  -0.693
C (-30.3794, -12.2458, 12.3907)  -0.178
C (-28.2596, -14.6818, 17.5942)  -0.718
C (-32.0275, -10.6649, 17.4524)  -0.272
C (-31.8008, -12.1217, 17.1673)  -0.024
C (-32.1659, -7.9302, 18.9935)  -0.062
C (-27.6202, -10.7584, 22.4969)  -0.010
C (-26.5314, -9.6329, 20.7020)  -0.206
C (-23.1945, -10.6396, 16.1919)  -1.490
C (-26.3339, -7.0951, 20.9149)  -0.016
C (-31.8827, -13.4266, 13.7837)  -0.072
C (-29.0448, -10.8470, 10.7816)  -0.128
C (-26.2084, -7.4185, 10.7968)  -0.720
C (-26.0036, -13.3415, 14.2707)  -0.683
C (-30.3776, -11.0240, 11.5022)  -0.273
C (-31.1349, -10.0733, 18.5275)  -0.192
C (-29.1061, -14.0133, 18.6337)  -0.668
H (-32.4391, -8.2296, 20.0112)  0.113
H (-30.3167, -8.9369, 11.9013)  0.164
H (-28.7711, -11.7367, 10.2148)  0.084
H (-31.6213, -9.6258, 12.4796)  0.170
H (-32.5012, -12.5932, 16.4767)  0.089
H (-28.2081, -7.1961, 19.2330)  0.158
H (-33.0581, -10.3898, 17.6757)  0.160
H (-25.6325, -13.0704, 15.2563)  0.006
H (-29.5911, -12.1809, 13.1577)  0.116
H (-26.9117, -13.9352, 14.3498)  0.065
H (-25.2961, -12.2878, 21.0342)  0.071
H (-27.0866, -7.0506, 21.6982)  0.103
H (-32.9867, -8.0371, 18.2745)  0.091
H (-31.9811, -12.7279, 18.0626)  0.116
H (-26.4577, -10.4100, 19.9275)  0.090
H (-26.7938, -12.1008, 20.2245)  0.023
H (-24.9809, -11.6114, 18.6203)  0.050
H (-25.3482, -11.4395, 13.4629)  0.054
H (-27.2848, -10.2298, 23.3888)  0.108
H (-29.8982, -13.3835, 18.2297)  0.006
H (-32.1020, -14.2904, 13.1555)  0.112
H (-26.2390, -8.9035, 12.3377)  0.021
H (-28.1142, -8.5876, 18.4878)  0.089
H (-30.7663, -12.3510, 16.8996)  0.071
H (-26.1901, -9.5985, 10.7184)  0.056
H (-26.9488, -11.5739, 22.2378)  0.068
H (-27.9210, -13.8969, 16.8994)  0.012
H (-30.2149, -13.2041, 11.8876)  0.156
H (-28.5760, -13.3417, 19.3035)  0.032
H (-28.7848, -8.6152, 19.9683)  0.150
H (-31.9577, -8.9106, 16.1721)  0.150
H (-30.1331, -10.5108, 18.4203)  0.127
H (-25.3267, -7.2504, 21.3008)  0.108
H (-26.1385, -6.6378, 11.5632)  0.056
H (-27.2674, -7.3609, 10.5159)  0.055
H (-26.3066, -6.1512, 20.3654)  0.091
H (-28.6387, -11.1095, 22.6337)  0.102
H (-31.3739, -10.4254, 19.5396)  0.158
H (-32.7947, -13.2664, 14.3647)  0.083
H (-28.1741, -10.5589, 11.3791)  -0.010
H (-31.0834, -10.9114, 10.6815)  0.168
H (-25.6753, -13.0862, 18.1191)  0.046
H (-24.1741, -10.3300, 16.5261)  -0.016
H (-30.7354, -10.0736, 15.7780)  0.092
H (-27.0195, -11.5533, 14.1403)  -0.017
H (-32.3244, -10.2536, 15.3898)  0.164
H (-32.0100, -6.8538, 19.0878)  0.100
H (-29.1163, -10.0610, 10.0186)  0.097
H (-25.6284, -9.7413, 21.3087)  0.154
H (-31.0902, -13.5986, 14.5165)  0.086
H (-30.1617, -9.8438, 13.3122)  0.097
H (-25.9689, -8.2646, 19.0952)  0.148
H (-27.2377, -14.9583, 17.8641)  0.065

HOMO-LUMO gap in eV: 4.330
Net charge: +3
Highest occupied orbital energy in eV: -15.9

(3)
ORCA calculation (ωB97M-V with the def2-TZVPD basis set) on a structure of composition C27H19BrCl2IrN5OTe4.

Each line ends with the Löwdin charge.
Cartesian coordinates (Å):
Ir (0.4340, -0.9701, -0.4605)  1.018
Te (0.8445, 3.7533, -3.4790)  -0.289
Te (-0.8253, 1.8645, -4.3158)  -0.111
Te (-2.4584, 1.4211, -2.1753)  0.107
Te (-0.3725, 1.5916, -0.3998)  0.872
Br (-6.1213, -3.5755, 1.7823)  0.682
Cl (-1.3010, 1.0386, 4.2074)  0.672
Cl (-1.5135, 4.5507, -0.0036)  0.602
O (-0.4998, -1.5479, 1.2202)  -0.254
N (1.9767, -0.3810, 0.8359)  -0.142
N (-0.8844, -1.8681, -1.6719)  -0.119
N (-1.2098, 1.6438, 1.3518)  -0.439
N (4.9931, 0.5184, 3.5758)  0.113
N (1.3800, -0.6822, -2.2421)  -0.121
C (-1.3408, 2.7763, 2.0944)  -0.510
C (-1.4998, 4.1346, 1.6917)  -0.598
C (-4.3473, -2.9210, 1.5617)  -0.699
C (-1.1665, -2.6271, -4.0356)  -0.038
C (-0.4821, -1.9547, -2.9913)  -0.248
C (-2.3374, -2.0696, 2.5216)  -0.016
C (0.5298, -1.9205, -5.6205)  -0.059
C (3.9936, 0.1889, 2.6866)  -0.315
C (2.6538, 0.4473, 2.9704)  0.008
C (-3.8002, -2.8407, 0.3125)  -0.096
C (-1.7309, -1.9659, 1.2532)  -0.342
C (1.2425, -1.2441, -4.6093)  -0.213
C (-1.4243, 2.6381, 3.5134)  -0.596
C (3.2617, -0.6522, 0.5681)  -0.130
C (2.4527, 0.1120, -2.5144)  -0.192
C (-1.6767, 5.1894, 2.5695)  -0.149
C (1.6889, 0.1447, 2.0365)  -0.140
C (2.3997, -0.4786, -4.8328)  -0.042
C (2.9752, 0.2251, -3.7758)  -0.096
C (-3.6178, -2.5322, 2.6889)  -0.123
C (-0.6482, -2.5957, -5.3140)  -0.110
C (-2.0173, -2.3675, -1.2387)  -0.082
C (-2.4848, -2.3607, 0.1117)  -0.133
C (-1.6129, 3.6766, 4.3985)  -0.155
C (-1.7330, 4.9778, 3.9344)  -0.125
C (4.2866, -0.3841, 1.4463)  -0.009
C (0.7361, -1.2968, -3.2761)  -0.222
H (-1.1836, -3.1148, -6.1007)  0.096
H (0.6399, 0.3225, 2.2286)  0.047
H (-1.7818, 6.1845, 2.1579)  0.094
H (-2.6856, -2.8049, -1.9699)  0.114
H (4.7170, 0.6667, 4.5313)  0.095
H (2.3490, 0.8829, 3.9137)  0.116
H (-4.3748, -3.1485, -0.5526)  0.105
H (-1.6642, 3.4538, 5.4560)  0.090
H (2.8583, 0.6812, -1.6907)  0.093
H (3.4591, -1.1093, -0.3914)  0.103
H (-2.0823, -3.1679, -3.8515)  0.089
H (-1.7510, -1.7453, 3.3690)  0.090
H (5.3058, -0.6185, 1.1672)  0.112
H (2.7936, -0.3997, -5.8385)  0.107
H (-1.8780, 5.8021, 4.6187)  0.091
H (-4.0622, -2.5887, 3.6731)  0.098
H (5.8751, 0.0483, 3.4673)  0.093
H (0.9063, -1.8896, -6.6351)  0.101
H (3.8166, 0.8884, -3.9286)  0.103

HOMO-LUMO gap (spin up / spin down) in eV: 3.865 / 4.804
Net charge: -1
Spin multiplicity: 2
Highest occupied orbital energy (spin up / spin down) in eV: -2.7 / -3.3

(4)
ORCA calculation (ωB97M-V with the def2-TZVPD basis set) on a structure of composition C41H98N9O11Pd.

Each line ends with the Löwdin charge.
Cartesian coordinates (Å):
Pd (0.7378, -3.0436, -4.9802)  1.069
O (-0.0213, -1.9494, -3.2523)  -0.282
O (-1.4558, -0.4932, 6.5695)  -0.198
O (0.7956, 4.0710, -2.4460)  -0.209
O (4.2122, 1.8420, 3.0462)  -0.012
O (1.1775, -3.5837, 4.1408)  0.007
O (2.5365, 1.1530, -7.3545)  -0.169
O (-0.4546, -4.7935, -4.0150)  -0.026
O (-2.9613, 1.1029, 0.5744)  -0.222
O (2.5309, -3.6035, -4.1468)  -0.305
O (-1.2750, -2.5857, -5.8740)  -0.035
O (-0.7782, 10.7350, -2.4480)  -0.171
N (-2.1259, -4.4241, -2.6324)  0.210
N (-2.8397, 0.0174, 3.1860)  -0.061
N (-2.3470, -5.9780, -3.9889)  0.185
N (-0.4702, 7.5272, -1.6402)  -0.086
N (-2.3851, -0.7263, -5.4720)  0.212
N (2.0591, -1.1513, -5.4175)  -0.088
N (2.9923, 1.6912, 2.3473)  -0.137
N (-2.6382, -1.7066, -7.3986)  0.180
N (0.3965, -4.6375, 4.2787)  -0.175
C (1.7440, 2.0610, 0.2884)  -0.137
C (1.8723, 1.1222, 3.1442)  -0.393
C (2.2571, -0.1602, 3.8818)  -0.044
C (3.0647, -4.9110, -3.9467)  -0.057
C (4.2212, 2.5301, 0.4094)  -0.018
C (-3.8398, -0.0069, 0.9076)  -0.160
C (1.4211, 2.2106, 4.2653)  -0.015
C (0.6369, -5.0754, 1.8348)  -0.041
C (-1.3163, -0.2715, -1.7359)  -0.024
C (-2.2216, -0.7770, 4.3217)  -0.148
C (3.3342, -1.3099, -4.7107)  -0.183
C (3.6055, -2.7263, -4.4617)  -0.223
C (-0.1030, -4.9682, 5.6605)  -0.439
C (-0.5354, 6.2417, -2.2952)  -0.206
C (-0.7640, -6.4087, 5.7317)  -0.113
C (0.4463, 1.8466, 1.0181)  -0.194
C (-1.1569, 9.9150, -1.3824)  -0.276
C (-0.3496, 3.2267, -2.8015)  -0.077
C (1.0474, -5.0870, 6.5983)  -0.063
C (-0.4465, 12.0193, -1.8559)  -0.092
C (1.4937, 0.2275, -5.3374)  -0.144
C (-0.8534, -6.4584, 3.1798)  -0.154
C (0.4211, 5.1741, -1.5884)  -0.177
C (2.5146, 1.2914, -5.9038)  -0.168
C (-1.0793, -3.8047, 6.1291)  -0.006
C (0.6413, 0.8201, 2.1071)  -0.104
C (-1.5280, -4.0675, 2.7480)  -0.017
C (-1.6660, -0.0055, 7.8445)  -0.132
C (-2.0560, -1.7196, -6.2020)  -0.746
C (2.8563, 2.3760, -7.8702)  -0.164
C (2.8775, 2.5718, 1.1577)  -0.494
C (-2.3830, 0.0154, 5.6691)  -0.219
C (-0.2982, -5.0279, 3.0781)  -0.493
C (-0.0590, -1.2411, -2.0423)  -0.500
C (2.4769, 3.9527, 1.6613)  -0.017
C (-1.5274, 8.5355, -1.8943)  -0.184
C (-3.1519, -0.7842, 2.0465)  -0.224
C (-1.5453, -5.0850, -3.5607)  -0.785
C (-3.5900, 2.1040, -0.1365)  -0.140
C (-1.6192, -6.7842, 4.5102)  -0.159
C (-0.0259, -2.1811, -0.8200)  -0.070
H (-1.8603, -3.5678, 5.4065)  0.052
H (3.5403, -5.1701, -4.8927)  0.092
H (-1.9417, -6.6847, -4.5859)  0.130
H (-1.6149, -3.9780, 7.0624)  0.084
H (-1.0619, -2.4850, -0.6701)  0.055
H (-3.3626, -1.0604, -7.6774)  0.118
H (4.7467, 1.3077, 2.4543)  0.088
H (-0.0345, -7.1854, 5.9613)  0.114
H (3.5155, 1.1593, -5.4930)  0.117
H (0.5667, 2.8246, 3.9805)  0.058
H (-2.3474, -2.4608, -8.0042)  0.123
H (1.3885, -0.6557, 4.3154)  0.070
H (-0.2504, 12.7158, -2.6710)  0.088
H (2.2063, -1.2500, -6.4118)  0.117
H (1.4026, -5.8002, 2.1114)  0.081
H (-1.3466, -0.1128, -0.6580)  0.048
H (-2.4822, 8.3885, -1.3895)  0.106
H (4.2280, -3.0650, -5.2898)  0.135
H (2.3153, 4.5796, 0.7844)  0.074
H (0.3558, 11.8360, -1.1412)  0.087
H (-3.0531, -0.0419, -5.7967)  0.131
H (-1.0436, 2.9644, -2.0030)  0.061
H (-1.5462, 5.8660, -2.1361)  0.097
H (-3.1333, -4.4361, -2.5610)  0.133
H (-1.2350, 12.5340, -1.3067)  0.080
H (3.3144, -0.7563, -3.7719)  0.142
H (1.5283, 2.8507, -0.4313)  0.094
H (0.5947, -5.4618, 7.5163)  0.093
H (-0.5247, -2.8711, 6.2238)  0.066
H (-3.8766, -1.4743, 2.4785)  0.123
H (-2.5690, -6.2498, 4.4920)  0.101
H (-1.0907, -3.0839, 2.9197)  0.057
H (3.3381, 4.4009, 2.1569)  0.090
H (2.6750, -0.9346, 3.2385)  0.081
H (0.4619, -3.1544, -0.8749)  0.077
H (-1.1619, -0.6257, 8.5856)  0.096
H (-1.5148, 1.0682, 7.9558)  0.090
H (-3.3556, -5.9370, -3.9543)  0.129
H (4.3568, 1.4751, 0.1714)  0.085
H (-2.8596, 2.5727, -0.7960)  0.063
H (4.1906, -0.9860, -5.3022)  0.135
H (1.9120, -5.6988, 6.3409)  0.096
H (-0.8936, 3.7998, -3.5524)  0.082
H (-2.0273, -0.6841, -4.5285)  0.100
H (2.0427, 2.2005, -5.5312)  0.121
H (1.1103, -4.1111, 1.6498)  0.066
H (-2.2853, -4.3179, 3.4909)  0.063
H (-0.1855, 7.4163, -0.6775)  0.104
H (-0.4910, 6.5230, -3.3474)  0.120
H (3.7641, 2.8275, -7.4701)  0.092
H (-0.2661, 0.7666, 2.7086)  0.085
H (-1.0164, 0.7345, -2.0294)  0.031
H (-1.5081, -6.3879, 6.5279)  0.111
H (1.2805, 5.7149, -1.1922)  0.112
H (0.2220, -5.3788, 0.8736)  0.077
H (-1.8134, 8.6597, -2.9388)  0.123
H (-2.1350, 0.6722, 2.8780)  0.071
H (-1.6930, -7.8419, 4.2572)  0.105
H (-0.3741, 1.5348, 0.3718)  0.085
H (2.9395, 0.1189, 4.6846)  0.083
H (-2.2057, -0.3975, -2.3534)  0.072
H (-1.9560, 10.4327, -0.8520)  0.119
H (0.7475, -0.1793, 1.6852)  0.096
H (-1.5030, -3.6664, -2.3917)  0.087
H (-2.7160, -0.0728, 8.1293)  0.082
H (2.0191, -3.9904, 4.3595)  0.116
H (0.1345, -1.5517, 0.0553)  0.059
H (1.3723, -4.0727, 6.8298)  0.083
H (5.0445, 2.9062, 1.0168)  0.083
H (-4.0769, -0.5837, 0.0136)  0.114
H (-2.1996, 1.0880, 5.6061)  0.117
H (2.0911, 3.1510, -7.8267)  0.096
H (4.2678, 3.0225, -0.5619)  0.087
H (-3.4220, -0.0177, 5.9969)  0.119
H (1.1254, 1.7917, 5.2272)  0.069
H (1.2141, 0.4291, -4.3034)  0.100
H (3.8729, -4.9149, -3.2154)  0.106
H (0.0410, 2.6875, 1.5810)  0.112
H (3.1637, 2.1607, -8.8936)  0.096
H (0.8322, -0.6224, -1.9365)  0.103
H (1.8640, 1.1586, -0.3112)  0.119
H (1.6848, 3.9786, 2.4097)  0.069
H (-1.8642, -4.1432, 1.7140)  0.075
H (-4.8056, 0.3600, 1.2550)  0.120
H (4.2892, -2.8232, -3.6183)  0.138
H (-0.1446, -7.2761, 3.0487)  0.112
H (-2.1964, -1.2159, 1.7484)  0.103
H (-1.2414, -1.2448, 4.2300)  0.096
H (-0.0920, 4.7716, -0.7150)  0.109
H (-2.9254, -1.6078, 4.3730)  0.097
H (2.2145, 2.9500, 4.3741)  0.070
H (-3.9088, 2.8958, 0.5414)  0.093
H (-4.4581, 1.9501, -0.7774)  0.092
H (0.6241, 0.3820, -5.9762)  0.120
H (-0.3414, 9.7141, -0.6876)  0.116
H (2.4021, -5.7764, -3.9416)  0.102
H (0.0078, 2.3696, -3.3722)  0.064
H (-1.4983, -6.4884, 2.3015)  0.112

HOMO-LUMO gap (spin up / spin down) in eV: 6.939 / 5.114
Relative energy (zero: lowest compared OMol25 entry of this formula, charge and spin) in kJ/mol: 554.9
Net charge: +1
Spin multiplicity: 3
Highest occupied orbital energy (spin up / spin down) in eV: -9.0 / -9.0